No. 1
Below is a cluster of 2 separate species, C5H13NO in total in a non-equilibrium geometry, with properties calculated with the ωB97M-V functional and the def2-TZVPD basis.

```
20
Properties=species:S:1:pos:R:3:lowdin_charge:R:1
C 0.293 2.340 0.823 -0.085
C 0.062 0.847 0.756 -0.198
C 0.109 0.176 2.057 -0.533
N 1.294 -0.563 2.275 0.145
O -0.632 0.112 3.003 0.064
H -0.278 2.996 1.414 0.061
H -0.004 2.900 -0.102 0.084
H 1.330 2.626 0.583 0.085
H -0.994 0.598 0.432 0.137
H 0.756 0.507 0.055 0.065
H 1.685 -0.953 3.019 0.027
H 2.046 -0.504 1.511 0.127
C -0.637 -2.078 -1.841 -0.215
C -0.808 -0.623 -1.982 -0.216
H -1.216 -2.821 -2.478 0.081
H 0.274 -2.366 -2.381 0.063
H -0.772 -2.421 -0.774 0.085
H 0.094 -0.129 -1.606 0.044
H -1.865 -0.283 -1.690 0.101
H -0.735 -0.361 -3.074 0.080
```

Computed properties:
- E_LUMO: 0.78 eV
- Total charge: 0
- E_tot: -328.2307 a.u.
- Kohn-Sham gap: 10.5267 eV
- Structure (SMILES): CCC(N)=O.CC

***

No. 2
Below is a structure of composition C12H32BrFNO11P3S2 in a non-equilibrium geometry, with properties calculated with the ωB97M-V functional and the def2-TZVPD basis.

```
63
Properties=species:S:1:pos:R:3:lowdin_charge:R:1
O -7.501 -0.661 0.621 -0.387
S -5.981 -0.602 0.198 0.751
O -5.543 0.871 0.443 -0.377
F -5.021 -1.775 1.003 -0.229
N -6.010 -0.811 -1.571 -0.799
S -4.432 -0.288 -2.116 0.580
P -7.273 0.390 -2.087 0.586
O -8.351 -0.343 -3.285 -0.382
Br -6.072 2.083 -3.086 0.254
H -3.910 -1.443 -2.783 -0.065
H -9.159 -0.612 -2.743 0.065
O 0.513 0.949 -3.652 -0.230
P 1.096 -0.329 -4.303 0.734
O -0.360 -0.872 -4.875 -0.241
C -0.833 -0.308 -6.086 -0.305
C 0.009 -0.741 -7.272 -0.086
O 1.116 -1.201 -2.879 -0.231
C 1.172 -0.498 -1.640 -0.302
C -0.219 -0.179 -1.115 -0.077
O 1.748 -1.757 -5.031 -0.212
C 3.123 -1.641 -5.375 -0.316
C 4.004 -1.379 -4.163 -0.084
H -0.855 0.783 -6.003 0.109
H -1.861 -0.654 -6.227 0.119
H 1.019 -0.324 -7.205 0.060
H -0.434 -0.399 -8.211 0.080
H 0.110 -1.831 -7.304 0.086
H 1.785 0.409 -1.742 0.106
H 1.694 -1.133 -0.916 0.116
H -0.903 0.164 -1.894 0.061
H -0.173 0.587 -0.334 0.079
H -0.673 -1.079 -0.690 0.074
H 3.237 -0.837 -6.108 0.105
H 3.423 -2.578 -5.854 0.124
H 3.770 -0.414 -3.701 0.067
H 5.059 -1.365 -4.451 0.082
H 3.853 -2.151 -3.402 0.089
O 1.986 1.072 6.652 -0.231
P 1.543 0.704 5.215 0.733
O 3.071 0.353 4.683 -0.235
C 3.590 -0.928 4.996 -0.304
C 2.868 -2.026 4.236 -0.087
O 1.482 2.288 4.690 -0.231
C 1.288 3.325 5.648 -0.308
C 2.610 3.837 6.195 -0.079
O 1.049 0.293 3.609 -0.215
C -0.303 -0.143 3.527 -0.315
C -1.285 0.926 3.980 -0.080
H 3.529 -1.099 6.076 0.108
H 4.648 -0.929 4.717 0.119
H 1.829 -2.112 4.569 0.059
H 3.353 -2.993 4.393 0.078
H 2.848 -1.809 3.163 0.083
H 0.621 2.983 6.453 0.103
H 0.761 4.148 5.152 0.115
H 3.323 3.038 6.410 0.071
H 2.454 4.415 7.111 0.079
H 3.095 4.483 5.457 0.075
H -0.421 -1.048 4.130 0.105
H -0.501 -0.408 2.483 0.116
H -1.155 1.164 5.041 0.067
H -2.315 0.586 3.838 0.082
H -1.136 1.852 3.416 0.089
```

Computed properties:
- E_LUMO: -2.06 eV
- Total charge: 0
- E_tot: -5852.9207 a.u.
- Kohn-Sham gap: 7.5140 eV

***

No. 3
Below is a structure of composition C18H36NaO18 in a non-equilibrium geometry, with properties calculated with the ωB97M-V functional and the def2-TZVPD basis.

```
73
Properties=species:S:1:pos:R:3:lowdin_charge:R:1
Na -0.509 -0.396 0.082 0.960
C -6.217 -1.511 -4.746 -0.098
O -5.363 -0.732 -5.440 0.018
C -4.044 -0.676 -5.222 -0.579
O -3.490 -1.041 -4.155 0.061
O -3.528 -0.050 -6.200 0.057
C -2.276 0.512 -6.062 -0.050
H -6.138 -1.532 -3.659 0.096
H -6.119 -2.527 -5.129 0.104
H -7.265 -1.263 -4.911 0.100
H -2.302 1.509 -5.623 0.102
H -1.764 0.653 -7.013 0.104
H -1.663 -0.041 -5.351 0.093
C -0.099 6.631 0.045 -0.024
O 0.483 6.919 -1.254 -0.024
C 0.754 5.946 -2.123 -0.524
O 0.702 4.729 -1.838 0.065
O 1.143 6.431 -3.362 -0.016
C 1.150 7.875 -3.639 -0.023
H -0.291 7.577 0.550 0.092
H 0.523 6.098 0.764 0.091
H -1.050 6.097 0.043 0.093
H 1.231 8.580 -2.812 0.088
H 0.154 8.070 -4.037 0.091
H 1.917 8.087 -4.383 0.094
C 7.254 2.858 0.376 -0.080
O 6.055 2.161 0.298 -0.028
C 5.920 0.849 0.746 -0.607
O 4.911 0.282 0.605 0.168
O 7.008 0.502 1.397 -0.004
C 7.190 -0.830 1.845 -0.031
H 7.575 2.924 1.416 0.095
H 7.136 3.880 0.015 0.098
H 7.971 2.301 -0.227 0.100
H 8.115 -1.049 2.377 0.100
H 7.174 -1.428 0.934 0.099
H 6.396 -1.300 2.425 0.094
C 3.768 -4.227 -4.708 -0.017
O 3.911 -5.110 -3.563 0.007
C 3.027 -5.049 -2.580 -0.533
O 2.070 -4.248 -2.622 0.058
O 3.393 -5.858 -1.534 -0.003
C 2.630 -5.860 -0.358 -0.069
H 3.540 -3.224 -4.347 0.090
H 3.077 -4.528 -5.496 0.100
H 4.752 -4.081 -5.153 0.093
H 3.234 -6.240 0.466 0.096
H 1.765 -6.519 -0.432 0.098
H 2.301 -4.866 -0.053 0.088
C -1.635 -4.895 5.821 -0.042
O -0.724 -4.049 6.513 -0.014
C -0.103 -3.016 5.866 -0.490
O -0.208 -2.757 4.594 -0.002
O 0.769 -2.467 6.686 0.025
C 1.485 -1.311 6.225 -0.029
H -1.899 -5.872 6.227 0.097
H -1.024 -5.063 4.935 0.090
H -2.601 -4.447 5.588 0.095
H 2.528 -1.551 6.020 0.096
H 1.439 -0.542 6.996 0.098
H 1.159 -0.877 5.280 0.084
C -6.266 -1.622 2.333 -0.023
O -6.818 -0.354 2.846 -0.035
C -6.121 0.844 2.768 -0.506
O -5.039 0.947 2.156 0.062
O -6.930 1.799 3.282 0.004
C -6.460 3.151 3.164 -0.046
H -6.325 -1.703 1.248 0.093
H -6.745 -2.425 2.894 0.091
H -5.239 -1.806 2.646 0.079
H -5.691 3.512 3.848 0.097
H -7.325 3.682 3.560 0.093
H -6.339 3.538 2.152 0.100
```

Computed properties:
- E_LUMO: -4.51 eV
- Total charge: +1
- E_tot: -2223.7677 a.u.
- Kohn-Sham gap: 8.0730 eV

***

No. 4
Below is a structure of composition C18H23ClFN8O9Ru, with properties calculated with the ωB97M-V functional and the def2-TZVPD basis.

```
61
Properties=species:S:1:pos:R:3:mulliken_spin:R:1
Ru 0.653 0.318 -4.018 0.886
F 2.235 1.610 2.340 0.000
C 1.265 0.802 1.880 0.000
C 1.250 0.508 0.551 0.001
C 0.290 -0.377 0.042 0.004
C 0.278 -0.695 -1.363 0.015
O 1.181 -0.183 -2.118 0.019
C -0.692 -1.610 -1.806 -0.011
C -1.568 -2.149 -0.892 0.004
N -1.599 -1.820 0.401 0.004
C -2.564 -2.454 1.284 -0.001
C -3.689 -1.630 1.841 0.000
C -3.960 -2.672 0.797 0.000
C -0.652 -0.935 0.913 -0.001
C -0.635 -0.593 2.270 0.000
C 0.319 0.270 2.784 -0.001
N 0.299 0.593 4.153 0.000
C 1.047 1.730 4.688 0.000
C 0.605 1.966 6.137 0.000
N -0.811 1.493 6.289 0.000
C -0.890 -0.012 6.176 0.000
C 0.144 -0.464 5.142 0.000
C -0.800 -2.129 -3.222 0.001
O -1.372 -3.166 -3.432 0.003
O -0.237 -1.418 -4.181 0.036
H 1.992 0.935 -0.111 -0.002
H -2.276 -2.896 -1.224 0.000
H -2.118 -3.216 1.911 0.000
H -3.745 -0.598 1.521 0.000
H -3.999 -1.821 2.859 0.000
H -4.219 -2.317 -0.190 0.000
H -4.440 -3.594 1.088 0.000
H -1.400 -0.991 2.920 0.000
H 0.832 2.611 4.085 0.000
H 2.129 1.582 4.690 0.000
H 0.659 3.017 6.407 0.000
H 1.195 1.395 6.851 0.000
H -1.375 1.907 5.544 0.000
H -1.205 1.803 7.178 0.000
H -1.907 -0.253 5.873 0.000
H -0.699 -0.430 7.162 0.000
H -0.190 -1.387 4.677 0.000
H 1.103 -0.685 5.625 0.000
N 0.358 0.234 -6.108 0.004
N 1.635 0.161 -6.694 0.001
C 2.750 0.268 -5.937 0.006
N 3.903 0.282 -6.575 0.004
N 2.569 0.334 -4.596 -0.024
N 3.640 0.796 -3.785 0.003
O 3.326 1.311 -2.753 0.002
O 4.775 0.603 -4.176 0.001
H -0.142 -0.647 -6.238 0.001
H -0.178 1.005 -6.502 0.001
H 1.693 -0.009 -7.686 0.000
H 3.939 0.323 -7.580 0.000
H 4.756 0.315 -6.033 0.000
O -0.718 2.373 -2.342 -0.001
Cl -0.764 2.644 -3.733 -0.001
O 0.647 2.279 -4.308 0.037
O -1.001 3.981 -4.074 -0.003
O -1.623 1.704 -4.404 0.010
```

Computed properties:
- E_LUMO (alpha / beta): -5.43 / -5.91 eV
- Total charge: +2
- E_tot: -2468.9656 a.u.
- Kohn-Sham gap (alpha / beta): 8.3974 / 8.0311 eV
- 2S+1: 2